[1]
Below is 4 unconnected molecules or ions with the total composition C27H48N2O7 at a distorted geometry, with properties calculated with ωB97M-V with the def2-TZVPD basis set.

CARTESIAN COORDINATES (ANGSTROEM)
C (-0.960, 5.479, -4.988)
C (-2.437, 5.313, -5.200)
O (-2.875, 5.226, -6.320)
N (-3.288, 5.220, -4.096)
C (-4.008, 3.928, -4.079)
C (-4.724, 3.648, -2.764)
C (-3.976, 2.858, -1.674)
C (-3.240, 1.598, -2.195)
C (-1.738, 1.815, -2.249)
N (-0.996, 0.878, -3.009)
C (-1.395, 0.247, -4.048)
C (-1.201, 0.790, -5.438)
C (-2.053, -1.093, -3.969)
O (-1.380, 3.156, -2.678)
C (-0.807, 3.868, -1.692)
O (-0.324, 4.935, -1.841)
O (-0.893, 3.206, -0.540)
C (-1.180, 1.808, -0.779)
C (0.073, 1.021, -0.502)
C (0.092, -0.370, -0.619)
C (1.228, -1.122, -0.368)
C (2.407, -0.503, 0.049)
C (2.386, 0.880, 0.199)
C (1.251, 1.636, -0.083)
H (-0.492, 4.519, -4.798)
H (-0.717, 6.190, -4.204)
H (-0.536, 5.855, -5.913)
H (-2.767, 5.375, -3.240)
H (-3.333, 3.132, -4.396)
H (-4.770, 3.996, -4.849)
H (-4.951, 4.625, -2.335)
H (-5.690, 3.185, -2.935)
H (-3.329, 3.492, -1.077)
H (-4.744, 2.490, -0.996)
H (-3.679, 1.386, -3.167)
H (-3.446, 0.777, -1.518)
H (-1.906, 0.313, -6.115)
H (-1.361, 1.863, -5.419)
H (-0.194, 0.559, -5.779)
H (-3.113, -0.999, -4.206)
H (-1.639, -1.773, -4.713)
H (-1.956, -1.530, -2.982)
H (-1.930, 1.593, -0.023)
H (-0.816, -0.861, -0.939)
H (1.187, -2.194, -0.497)
H (3.301, -1.068, 0.254)
H (3.275, 1.384, 0.548)
H (1.326, 2.701, 0.064)
C (5.348, -5.008, 1.913)
C (4.611, -4.046, 0.994)
C (5.176, -4.084, -0.418)
O (4.688, -2.719, 1.516)
H (6.404, -4.736, 1.984)
H (4.933, -4.967, 2.921)
H (5.279, -6.035, 1.550)
H (3.551, -4.303, 0.971)
H (6.228, -3.784, -0.416)
H (4.641, -3.387, -1.063)
H (5.103, -5.083, -0.848)
H (5.617, -2.466, 1.549)
C (-2.186, 0.390, 2.757)
C (-1.615, -0.934, 3.245)
C (-0.587, -0.721, 4.344)
O (-1.017, -1.636, 2.159)
H (-1.390, 1.017, 2.343)
H (-2.917, 0.221, 1.964)
H (-2.672, 0.937, 3.567)
H (-2.423, -1.567, 3.613)
H (0.254, -0.126, 3.975)
H (-0.186, -1.678, 4.675)
H (-1.021, -0.210, 5.205)
H (-0.297, -1.092, 1.815)
C (2.466, -4.423, 7.495)
C (1.712, -3.453, 6.598)
C (2.265, -3.461, 5.182)
O (1.781, -2.134, 7.141)
H (3.521, -4.140, 7.561)
H (2.061, -4.402, 8.507)
H (2.405, -5.444, 7.116)
H (0.654, -3.720, 6.580)
H (3.313, -3.151, 5.172)
H (1.719, -2.760, 4.552)
H (2.196, -4.455, 4.735)
H (2.708, -1.875, 7.166)

As for the SMILES: CC(=O)NCCCC[C@@]1(N=C(C)C)OC(=O)O[C@@H]1c1ccccc1.CC(C)O.CC(C)O.CC(C)O. The total charge is 0.

Atom-resolved charges from Mulliken, all expressed in e: C -0.875; C 0.690; O -0.601; N -0.393; C 0.079; C -1.490; C -0.719; C -1.041; C 0.689; N -0.176; C 0.550; C -1.091; C -1.431; O -0.364; C 0.533; O -0.567; O -0.495; C 1.285; C -0.519; C -0.545; C -0.835; C -0.130; C -0.936; C -0.605; H 0.038; H 0.368; H 0.396; H 0.283; H -0.151; H 0.592; H 0.486; H 0.361; H 0.474; H 0.496; H 0.554; H 0.614; H 0.382; H 0.188; H 0.346; H 0.331; H 0.482; H 0.281; H 0.174; H 0.573; H 0.402; H 0.361; H 0.401; H 0.503; C -1.330; C 0.573; C -1.329; O -0.518; H 0.366; H 0.253; H 0.384; H 0.252; H 0.348; H 0.303; H 0.394; H 0.317; C -1.132; C 0.391; C -1.070; O -0.503; H 0.201; H 0.232; H 0.496; H 0.392; H 0.313; H 0.025; H 0.426; H 0.253; C -1.449; C 0.470; C -1.087; O -0.561; H 0.354; H 0.342; H 0.368; H 0.339; H 0.329; H 0.196; H 0.361; H 0.352

=====

[2]
Below is 9 unconnected molecules or ions with the total composition C27H48O27 at a distorted geometry, with properties calculated with ωB97M-V with the def2-TZVPD basis set.

CARTESIAN COORDINATES (ANGSTROEM)
C (-10.598, -8.429, -17.608)
C (-9.410, -7.983, -16.759)
O (-9.879, -6.825, -16.108)
C (-11.076, -6.432, -16.629)
O (-11.700, -5.502, -16.242)
O (-11.499, -7.323, -17.546)
H (-11.127, -9.348, -17.351)
H (-10.346, -8.623, -18.655)
H (-8.456, -7.869, -17.270)
H (-9.240, -8.779, -16.027)
C (-6.157, -8.042, -20.761)
C (-7.081, -8.846, -19.896)
O (-8.209, -7.978, -19.716)
C (-7.792, -6.696, -20.012)
O (-8.463, -5.735, -19.810)
O (-6.621, -6.701, -20.625)
H (-6.253, -8.356, -21.806)
H (-5.109, -8.092, -20.476)
H (-6.542, -9.117, -18.987)
H (-7.442, -9.739, -20.404)
C (-10.606, -12.589, -17.305)
C (-10.129, -13.055, -18.668)
O (-8.886, -12.405, -18.899)
C (-8.621, -11.577, -17.850)
O (-7.679, -10.853, -17.780)
O (-9.652, -11.563, -16.995)
H (-10.570, -13.386, -16.564)
H (-11.587, -12.115, -17.252)
H (-10.803, -12.722, -19.458)
H (-9.939, -14.123, -18.609)
C (-4.056, -5.455, -16.678)
O (-3.830, -6.680, -16.001)
C (-4.514, -7.723, -16.474)
O (-5.168, -7.722, -17.479)
O (-4.337, -8.737, -15.635)
C (-5.085, -9.893, -15.985)
H (-5.117, -5.202, -16.710)
H (-3.617, -5.407, -17.672)
H (-3.623, -4.668, -16.061)
H (-4.487, -10.702, -16.406)
H (-5.955, -9.702, -16.605)
H (-5.479, -10.297, -15.049)
C (-14.211, -16.016, -25.955)
O (-13.616, -14.909, -25.297)
C (-13.302, -15.013, -24.036)
O (-13.571, -15.910, -23.285)
O (-12.626, -13.925, -23.679)
C (-12.263, -13.813, -22.304)
H (-14.393, -15.687, -26.976)
H (-15.203, -16.190, -25.535)
H (-13.660, -16.952, -25.974)
H (-11.719, -12.880, -22.204)
H (-11.571, -14.616, -22.028)
H (-13.165, -14.000, -21.721)
C (-8.527, -16.773, -18.472)
O (-7.803, -16.693, -19.704)
C (-8.358, -16.019, -20.705)
O (-9.376, -15.372, -20.613)
O (-7.705, -16.306, -21.802)
C (-8.117, -15.789, -23.053)
H (-8.623, -15.773, -18.051)
H (-7.901, -17.343, -17.789)
H (-9.457, -17.302, -18.667)
H (-8.813, -16.492, -23.510)
H (-7.274, -15.739, -23.743)
H (-8.520, -14.779, -23.025)
C (-14.017, -12.540, -14.444)
O (-13.997, -11.896, -13.173)
C (-12.910, -11.223, -12.811)
O (-11.949, -11.080, -13.519)
O (-13.047, -10.807, -11.576)
C (-11.950, -10.208, -10.934)
H (-13.117, -12.379, -15.041)
H (-14.763, -12.008, -15.034)
H (-14.188, -13.594, -14.260)
H (-12.206, -9.952, -9.911)
H (-11.660, -9.300, -11.474)
H (-11.077, -10.868, -10.971)
C (-6.131, -14.063, -17.655)
O (-4.736, -13.984, -18.058)
C (-4.264, -14.555, -19.155)
O (-3.078, -14.643, -19.340)
O (-5.189, -14.894, -20.043)
C (-4.730, -15.378, -21.304)
H (-6.378, -13.269, -16.965)
H (-6.266, -15.099, -17.365)
H (-6.727, -13.868, -18.550)
H (-5.537, -15.296, -22.017)
H (-4.332, -16.390, -21.213)
H (-3.857, -14.773, -21.561)
C (-8.776, -12.149, -13.905)
O (-8.457, -13.494, -13.594)
C (-8.163, -14.312, -14.566)
O (-8.416, -14.153, -15.732)
O (-7.675, -15.423, -14.011)
C (-7.124, -16.418, -14.861)
H (-9.064, -11.572, -13.033)
H (-9.610, -12.076, -14.604)
H (-7.924, -11.660, -14.383)
H (-6.577, -17.072, -14.179)
H (-6.310, -16.063, -15.494)
H (-7.907, -16.965, -15.378)

As for the SMILES: COC(=O)OC.COC(=O)OC.COC(=O)OC.COC(=O)OC.COC(=O)OC.COC(=O)OC.O=C1OCCO1.O=C1OCCO1.O=C1OCCO1. The total charge is 0.

Results of the Mulliken charge analysis, in e, for atoms 1 through 99: C 0.252; C 0.739; O -0.434; C 0.488; O -0.540; O -0.451; H -0.066; H 0.226; H -0.186; H -0.073; C -0.445; C 0.664; O -0.238; C 0.614; O -0.551; O -0.351; H 0.264; H 0.304; H -0.445; H 0.260; C -0.278; C 0.477; O -0.261; C 0.040; O -0.318; O -0.067; H 0.114; H 0.251; H 0.135; H -0.200; C -0.642; O -0.376; C 0.765; O -0.519; O -0.368; C -0.264; H 0.304; H 0.275; H 0.229; H 0.337; H -0.035; H 0.254; C -0.662; O -0.332; C 0.764; O -0.554; O -0.337; C -0.505; H 0.238; H 0.305; H 0.299; H 0.223; H 0.225; H 0.347; C -0.211; O -0.353; C 0.866; O -0.497; O -0.355; C -0.775; H -0.122; H 0.165; H 0.420; H 0.322; H 0.278; H 0.323; C -0.155; O -0.363; C 0.861; O -0.534; O -0.364; C -0.575; H -0.177; H 0.293; H 0.294; H 0.223; H 0.288; H 0.248; C 0.083; O -0.421; C 0.555; O -0.611; O -0.230; C -0.723; H 0.092; H 0.022; H 0.301; H 0.109; H 0.320; H 0.439; C 0.216; O -0.405; C 0.678; O -0.395; O -0.405; C -0.453; H 0.284; H -0.169; H -0.015

=====

E_HOMO, respectively: -8.6037, -10.5074 eV.
Energy relative to the best compared isomer or geometry (same formula, charge and spin), respectively: 0.000, 0.855 eV.
Electronic energy, respectively: -1693.75320, -3089.11675 a.u..